No. 1
DFT (wB97M-V/def2-TZVPD) results for C4H10N2O2 as an isolated structure in a non-equilibrium geometry.

Values from the calculation:
Total energy = -418.31436 Eh
Net charge = -1
<S²> = 0.760
Gap between HOMO and LUMO (alpha / beta) = 7.32 / 5.60 eV
Multiplicity = 2
HOMO level (alpha / beta) = -0.128 / -0.117 hartree

Atoms and positions in Å:
C -1.59 -0.50 -0.25
O -2.54 0.21 0.35
C -0.33 0.37 -0.69
C 0.90 0.25 0.11
C 2.00 -0.46 -0.40
N 3.29 -0.27 0.23
O 2.05 -1.13 -1.45
N -0.85 1.76 -0.82
H -1.99 -0.96 -1.24
H -1.31 -1.45 0.27
H -0.17 2.45 -0.49
H -0.13 -0.01 -1.66
H 1.10 0.55 1.13
H -3.05 -1.38 2.35
H 3.75 0.63 0.22
H 3.92 -0.90 -0.29
H -1.71 1.71 -0.25
H -3.33 -0.87 2.88

No. 2
DFT (wB97M-V/def2-TZVPD) results for a single C21H23N3O4 molecule.

Values from the calculation:
Total energy = -1279.31839 Eh
Gap between HOMO and LUMO = 8.37 eV
Multiplicity = 1
HOMO level = -0.285 hartree

Atoms and positions in Å:
C -5.76 -1.62 1.05
O -4.93 -0.99 0.08
C -4.13 -0.03 0.51
O -4.08 0.35 1.66
C -3.28 0.54 -0.61
C -2.35 -0.54 -1.20
C -1.25 -0.98 -0.29
C -1.08 -0.79 1.05
N 0.09 -1.37 1.47
C 0.71 -1.95 0.40
C 1.89 -2.67 0.32
C 2.27 -3.15 -0.91
C 1.48 -2.92 -2.05
C 0.30 -2.22 -1.97
C -0.10 -1.72 -0.73
N -2.55 1.67 -0.09
C -1.59 2.32 -0.81
O -1.47 2.20 -2.01
N -0.83 3.19 -0.06
C 0.45 3.62 -0.59
C 1.51 2.59 -0.31
C 2.29 2.64 0.83
C 3.21 1.65 1.12
C 3.36 0.57 0.26
O 4.23 -0.46 0.43
C 5.05 -0.46 1.58
C 2.57 0.50 -0.89
C 1.66 1.50 -1.17
H -5.14 -2.19 1.75
H -6.32 -0.87 1.61
H -6.43 -2.27 0.51
H -3.95 0.87 -1.41
H -2.97 -1.40 -1.49
H -1.91 -0.12 -2.11
H -1.71 -0.29 1.76
H 0.44 -1.35 2.41
H 2.50 -2.84 1.20
H 3.19 -3.70 -1.01
H 1.81 -3.31 -3.00
H -0.30 -2.05 -2.85
H -2.59 1.77 0.92
H -0.86 3.07 0.94
H 0.71 4.58 -0.13
H 0.32 3.76 -1.66
H 2.19 3.48 1.51
H 3.80 1.73 2.02
H 5.65 -1.37 1.51
H 5.71 0.41 1.60
H 4.46 -0.48 2.50
H 2.69 -0.34 -1.55
H 1.04 1.43 -2.05

No. 3
DFT (wB97M-V/def2-TZVPD) results for an isolated ion of composition C29H33N2O3 and charge +1 in a non-equilibrium geometry.

Values from the calculation:
Total energy = -1459.86295 Eh
Net charge = +1
Gap between HOMO and LUMO = 8.96 eV
Multiplicity = 1
HOMO level = -0.407 hartree

Atoms and positions in Å:
C 0.45 -2.30 5.67
O 0.33 -0.87 5.61
C 0.71 -0.13 4.54
C 0.65 1.29 4.68
C 1.03 2.13 3.65
C 1.61 1.64 2.47
C 1.95 2.65 1.34
C 2.57 1.95 0.12
C 3.46 0.86 0.20
C 3.99 0.23 -0.91
C 3.58 0.69 -2.17
C 2.69 1.77 -2.30
C 2.20 2.41 -1.16
C 2.47 2.00 -3.76
C 3.26 0.86 -4.42
O 3.99 0.14 -3.35
N 2.81 3.88 1.64
C 4.08 3.58 2.38
C 5.30 4.42 1.98
C 5.65 4.48 0.51
C 5.75 3.28 -0.20
C 6.02 3.31 -1.57
C 6.30 4.52 -2.21
C 6.35 5.70 -1.46
C 6.03 5.68 -0.10
C 3.71 3.99 3.81
O 4.22 3.59 4.85
N 2.62 4.86 3.74
C 2.24 5.66 4.90
C 2.24 5.18 2.40
C 0.77 5.41 2.13
C 2.95 6.45 1.90
C 1.52 0.24 2.29
C 1.11 -0.64 3.29
H 0.10 -2.55 6.67
H -0.19 -2.79 4.93
H 1.49 -2.61 5.55
H 0.31 1.69 5.62
H 0.85 3.19 3.75
H 0.96 3.03 1.02
H 3.75 0.45 1.18
H 4.68 -0.60 -0.86
H 1.54 3.27 -1.26
H 1.41 1.96 -4.05
H 2.88 2.97 -4.08
H 4.01 1.21 -5.14
H 2.60 0.13 -4.91
H 3.04 4.26 0.72
H 4.29 2.50 2.33
H 5.21 5.45 2.36
H 6.15 4.01 2.56
H 5.65 2.33 0.33
H 6.04 2.37 -2.13
H 6.49 4.53 -3.28
H 6.65 6.64 -1.93
H 6.08 6.59 0.50
H 2.62 5.14 5.79
H 2.66 6.68 4.87
H 1.16 5.73 4.97
H 0.14 4.57 2.44
H 0.46 6.32 2.67
H 0.65 5.60 1.05
H 4.01 6.54 2.14
H 2.85 6.61 0.82
H 2.49 7.32 2.39
H 1.77 -0.26 1.35
H 1.04 -1.72 3.10

No. 4
DFT (wB97M-V/def2-TZVPD) results for a 3-piece molecular cluster, C27H57INO9 overall in a non-equilibrium geometry.

Values from the calculation:
Total energy = -2092.13960 Eh
Net charge = +1
Gap between HOMO and LUMO = 6.64 eV
Multiplicity = 1
HOMO level = -0.386 hartree

Atoms and positions in Å:
C 0.13 -1.89 1.58
C 0.59 -0.48 1.27
O 1.69 -0.41 0.34
C 2.87 -0.94 0.80
N 3.97 0.07 0.74
C 5.16 -0.28 1.02
C 6.11 0.88 1.02
C 5.10 2.01 1.38
I 4.65 1.62 3.48
C 5.67 3.39 1.11
C 4.98 4.64 1.70
C 5.55 5.18 3.01
O 4.91 4.74 4.19
C 3.58 5.20 4.33
C 3.90 1.55 0.47
C 2.59 2.26 0.82
C 4.21 1.81 -1.04
C 3.80 0.70 -2.02
C 2.37 0.84 -2.55
O 2.07 -0.30 -3.34
H 0.95 -2.51 1.96
H -0.31 -2.39 0.72
H -0.58 -1.83 2.40
H -0.22 0.06 0.78
H 0.83 0.06 2.18
H 3.17 -1.78 0.17
H 2.82 -1.28 1.83
H 5.43 -1.29 1.27
H 6.56 0.99 0.04
H 6.84 0.75 1.81
H 6.70 3.38 1.49
H 5.73 3.50 0.03
H 5.11 5.44 0.96
H 3.90 4.50 1.77
H 5.52 6.28 2.99
H 6.59 4.89 3.12
H 3.45 6.17 3.84
H 3.35 5.26 5.39
H 2.87 4.50 3.87
H 1.75 1.87 0.26
H 2.71 3.31 0.56
H 2.36 2.20 1.88
H 3.67 2.71 -1.32
H 5.26 2.03 -1.20
H 3.93 -0.31 -1.63
H 4.46 0.77 -2.89
H 2.32 1.73 -3.18
H 1.66 0.95 -1.74
H 1.22 -0.63 -3.06
C -3.73 -1.06 1.83
O -3.68 -1.43 3.19
C -4.30 -0.51 4.08
C -5.08 -1.20 5.17
O -6.27 -1.85 4.75
C -6.19 -3.03 3.98
C -5.75 -4.27 4.74
O -4.39 -4.20 5.14
C -4.15 -4.62 6.46
H -2.92 -0.35 1.59
H -3.58 -1.97 1.24
H -4.69 -0.62 1.55
H -4.97 0.16 3.53
H -3.52 0.10 4.55
H -5.42 -0.42 5.85
H -4.44 -1.87 5.74
H -5.58 -2.90 3.08
H -7.21 -3.22 3.65
H -5.89 -5.13 4.09
H -6.41 -4.39 5.62
H -4.91 -4.25 7.15
H -3.18 -4.21 6.77
H -4.10 -5.72 6.53
C -5.16 0.42 -5.05
O -3.85 -0.10 -4.97
C -3.78 -1.45 -4.54
C -2.74 -2.24 -5.31
O -3.08 -2.53 -6.65
C -3.08 -1.50 -7.62
C -1.72 -1.01 -8.05
O -1.05 -0.30 -7.02
C 0.31 -0.63 -6.85
H -5.52 0.74 -4.07
H -5.13 1.29 -5.71
H -5.86 -0.31 -5.47
H -4.75 -1.94 -4.63
H -3.49 -1.46 -3.48
H -2.68 -3.22 -4.83
H -1.76 -1.77 -5.23
H -3.72 -0.66 -7.32
H -3.54 -1.95 -8.50
H -1.85 -0.35 -8.91
H -1.12 -1.87 -8.37
H 0.47 -1.71 -6.92
H 0.60 -0.31 -5.84
H 0.94 -0.11 -7.58

No. 5
DFT (wB97M-V/def2-TZVPD) results for a 5-piece molecular cluster, CH12N2O4 overall in a non-equilibrium geometry.

Values from the calculation:
Total energy = -455.74399 Eh
Gap between HOMO and LUMO = 10.19 eV
Multiplicity = 1
HOMO level = -0.346 hartree

Atoms and positions in Å:
H 0.23 1.83 -0.07
N 0.10 0.80 -0.16
C 0.38 0.47 -1.40
N 0.49 -0.82 -1.88
H 0.51 1.34 -2.06
H 0.89 -1.42 -1.24
H 0.61 -0.95 -2.84
O -2.84 -0.20 1.86
H -3.67 -0.65 1.89
H -2.71 0.15 2.72
O 2.48 -2.44 -0.37
H 2.45 -1.84 0.36
H 2.22 -3.40 -0.24
O 2.13 -0.25 1.25
H 1.43 0.35 1.07
H 3.02 0.08 1.22
O -2.66 2.60 -0.30
H -2.95 2.49 0.61
H -2.11 1.85 -0.41

No. 6
DFT (wB97M-V/def2-TZVPD) results for C29H33BiN9O2S as an isolated structure in a non-equilibrium geometry.

Values from the calculation:
Total energy = -2380.88436 Eh
Net charge = +1
Gap between HOMO and LUMO = 7.51 eV
Multiplicity = 1
HOMO level = -0.372 hartree

Atoms and positions in Å:
Bi 0.81 0.92 0.15
O -1.92 -0.92 3.04
C -1.27 -0.14 2.35
N -0.72 -0.46 1.15
C -0.91 -1.66 0.43
C -2.01 -2.45 0.67
C -2.22 -3.53 -0.18
C -1.40 -3.81 -1.24
C -0.23 -3.07 -1.45
C 0.02 -1.96 -0.62
N 1.08 -1.04 -0.84
C 2.29 -1.41 -1.33
O 2.63 -2.58 -1.54
C 3.30 -0.36 -1.60
C 4.61 -0.72 -1.92
C 5.55 0.30 -1.92
C 5.23 1.63 -1.62
C 3.88 1.92 -1.41
N 2.97 0.93 -1.41
C -1.13 1.30 2.84
C -1.60 1.71 4.09
C -1.52 3.07 4.41
C -1.02 3.95 3.53
C -0.54 3.45 2.31
N -0.57 2.16 1.98
H -2.67 -2.26 1.48
H -3.02 -4.18 -0.04
H -1.65 -4.65 -1.85
H 0.50 -3.33 -2.18
H 4.89 -1.74 -2.06
H 6.57 0.07 -2.07
H 6.05 2.36 -1.53
H 3.46 2.91 -1.22
H -2.04 0.97 4.80
H -1.90 3.40 5.36
H -1.05 5.04 3.74
H -0.02 4.05 1.58
C 1.15 -1.91 3.65
N 1.94 -2.45 2.56
C 2.19 -3.91 2.44
C 3.02 -3.94 1.16
N 3.63 -2.62 1.17
C 2.91 -1.73 1.91
S 3.10 -0.08 1.95
H 1.55 -2.21 4.65
H 0.13 -2.31 3.58
H 1.03 -0.80 3.60
H 1.24 -4.39 2.31
H 2.78 -4.31 3.26
H 2.34 -4.08 0.32
H 3.81 -4.73 1.04
H 4.19 -2.33 0.43
C -4.59 2.51 -0.97
C -4.11 1.37 -0.13
N -2.71 1.14 -0.38
C -2.06 1.41 -1.53
N -0.73 1.17 -1.58
C -0.22 1.12 -2.94
C -0.62 2.31 -3.78
C -2.11 2.22 -3.83
N -2.74 2.04 -2.52
C -4.22 2.24 -2.44
H -4.19 3.47 -0.71
H -5.64 2.63 -0.88
H -4.65 0.45 -0.33
H -4.28 1.57 0.93
H -2.22 0.58 0.31
H -0.63 0.23 -3.44
H 0.88 0.99 -2.90
H -0.17 2.36 -4.78
H -0.31 3.25 -3.29
H -2.42 1.35 -4.42
H -2.55 3.07 -4.34
H -4.72 1.37 -2.92
H -4.42 3.07 -3.07

No. 7
DFT (wB97M-V/def2-TZVPD) results for a 3-piece molecular cluster, C4H12N4 overall in a non-equilibrium geometry.

Values from the calculation:
Total energy = -377.95223 Eh
Net charge = +2
Gap between HOMO and LUMO = 10.09 eV
Multiplicity = 1
HOMO level = -0.647 hartree

Atoms and positions in Å:
C -1.59 -0.65 7.92
C 2.14 -0.32 8.71
C -1.05 -0.02 -10.32
C 2.11 0.17 7.31
N -0.66 -0.28 7.41
N -2.02 0.34 -11.22
N -3.24 0.33 -10.96
N 2.67 -0.54 6.38
H -2.53 -1.11 8.20
H 2.28 0.48 9.49
H 1.10 -0.74 8.87
H 2.84 -1.18 8.84
H -0.24 0.83 -10.21
H -1.46 -0.33 -9.35
H -0.65 -0.88 -10.83
H 1.90 1.20 7.07
H 2.70 -1.51 6.78
H -3.98 0.60 -11.66
H -3.47 -0.22 -10.11
H 2.65 -0.35 5.41

No. 8
DFT (wB97M-V/def2-TZVPD) results for CH6N2O3 as an isolated structure in a non-equilibrium geometry.

Values from the calculation:
Total energy = -376.55754 Eh
Gap between HOMO and LUMO (alpha / beta) = 7.08 / 7.08 eV
Multiplicity = 1
HOMO level (alpha / beta) = -0.319 / -0.319 hartree

Atoms and positions in Å:
C 1.19 1.19 -1.67
N -0.65 -0.49 -0.19
N -0.66 -1.65 1.29
O -0.05 0.40 0.58
O -0.06 1.30 -1.07
O -1.65 -1.48 2.21
H -1.33 -0.89 2.92
H -1.65 -0.24 -0.20
H 0.28 -1.60 1.70
H 1.08 1.37 -2.75
H 1.89 1.92 -1.26
H 1.61 0.18 -1.56

No. 9
DFT (wB97M-V/def2-TZVPD) results for a single C4H5N3O molecule in a non-equilibrium geometry.

Values from the calculation:
Total energy = -394.76601 Eh
Gap between HOMO and LUMO = 9.26 eV
Multiplicity = 1
HOMO level = -0.322 hartree

Atoms and positions in Å:
N -1.65 -1.32 1.48
N -1.97 -0.06 0.90
C -1.14 0.79 0.50
C 0.12 0.59 -0.18
N 0.74 -0.47 0.13
C 1.74 -0.54 -0.95
C 1.63 0.64 -1.73
O 0.45 1.42 -1.15
H -2.35 -1.19 2.46
H -0.59 -1.37 1.80
H -1.77 1.63 0.48
H 2.71 -1.24 -1.06
H 2.07 1.13 -2.68

No. 10
DFT (wB97M-V/def2-TZVPD) results for C24H20AsCuF6N4O8 as an isolated structure in a non-equilibrium geometry.

Values from the calculation:
Total energy = -6222.68780 Eh
Net charge = -1
<S²> = 0.766
Gap between HOMO and LUMO (alpha / beta) = 2.73 / 6.70 eV
Multiplicity = 2
HOMO level (alpha / beta) = -0.067 / -0.212 hartree

Atoms and positions in Å:
Cu 0.12 -0.65 0.14
As -2.67 -0.33 3.08
F -2.20 -1.56 4.39
F -1.27 -0.87 2.15
F -3.21 0.89 1.93
F -4.11 0.12 4.05
F -1.63 0.90 3.89
F -3.56 -1.68 2.26
C -3.38 -5.87 -3.54
C -4.08 -4.67 -3.45
C -3.50 -3.60 -2.72
C -2.24 -3.70 -2.17
C -1.56 -4.92 -2.20
C -2.12 -6.00 -2.89
N -1.60 -2.50 -1.48
O -0.40 -2.54 -1.17
O -2.37 -1.65 -1.02
H -3.90 -6.73 -3.95
H -4.99 -4.47 -4.00
H -4.06 -2.67 -2.68
H -0.60 -5.10 -1.72
H -1.59 -6.95 -2.91
C -4.29 4.46 -2.83
C -3.58 4.36 -1.64
C -2.65 3.29 -1.39
C -2.39 2.40 -2.43
C -3.14 2.45 -3.60
C -4.06 3.49 -3.76
N -1.38 1.30 -2.33
O -1.13 0.61 -3.33
O -0.72 1.23 -1.30
H -4.96 5.29 -2.99
H -3.88 5.12 -0.93
H -2.06 3.27 -0.48
H -3.06 1.83 -4.48
H -4.54 3.65 -4.71
C 7.31 -1.34 -1.27
C 7.25 -1.17 0.09
C 6.03 -1.09 0.71
C 4.79 -1.21 0.02
C 4.86 -1.33 -1.39
C 6.14 -1.41 -2.01
N 3.53 -1.23 0.76
O 3.55 -1.38 1.95
O 2.49 -1.15 0.12
H 8.20 -1.56 -1.84
H 8.10 -1.26 0.75
H 5.95 -1.00 1.78
H 3.99 -1.33 -2.02
H 6.23 -1.74 -3.03
C 1.88 3.57 5.57
C 1.55 4.47 4.55
C 1.03 3.91 3.38
C 1.01 2.54 3.17
C 1.45 1.69 4.27
C 1.79 2.16 5.50
N 0.61 1.91 1.94
O -0.03 2.60 1.12
O 0.99 0.78 1.71
H 2.09 4.04 6.52
H 1.59 5.54 4.70
H 0.68 4.61 2.64
H 1.60 0.62 4.19
H 2.09 1.55 6.34

No. 11
DFT (wB97M-V/def2-TZVPD) results for C26H24CoN8S2 as an isolated structure in a non-equilibrium geometry.

Values from the calculation:
Total energy = -3622.26087 Eh
Net charge = +1
Gap between HOMO and LUMO (alpha / beta) = 7.30 / 5.94 eV
Multiplicity = 1
HOMO level (alpha / beta) = -0.390 / -0.389 hartree

Atoms and positions in Å:
Co -0.58 -0.12 -0.84
C -1.43 3.53 1.24
C -0.23 4.24 1.17
C 0.91 3.57 0.80
C 0.85 2.20 0.48
N -0.33 1.54 0.49
C -1.43 2.21 0.89
N 2.04 1.59 0.25
C 2.22 0.40 -0.19
N 1.28 -0.53 -0.57
C 1.93 -1.62 -1.10
N 1.41 -2.68 -1.58
C 0.09 -2.88 -1.84
C -0.29 -4.20 -2.13
C -1.59 -4.49 -2.48
C -2.50 -3.44 -2.58
C -2.07 -2.17 -2.29
N -0.82 -1.88 -1.90
C 3.38 -1.41 -1.00
C 4.46 -2.18 -1.40
C 5.73 -1.65 -1.19
C 5.90 -0.41 -0.58
C 4.82 0.36 -0.19
C 3.56 -0.15 -0.42
H -2.35 4.01 1.56
H -0.19 5.29 1.41
H 1.87 4.05 0.74
H -2.34 1.63 0.91
H 0.48 -4.96 -2.08
H -1.89 -5.51 -2.69
H -3.53 -3.61 -2.88
H -2.74 -1.33 -2.39
H 4.31 -3.14 -1.87
H 6.59 -2.22 -1.50
H 6.91 -0.05 -0.42
H 4.95 1.33 0.27
S 0.17 1.51 -2.65
C -1.44 1.97 -2.28
C -1.99 3.24 -2.54
C -3.29 3.48 -2.17
C -4.03 2.45 -1.57
C -3.41 1.24 -1.33
N -2.14 1.01 -1.66
H -1.37 3.98 -3.01
H -3.74 4.44 -2.34
H -5.06 2.59 -1.28
H -3.94 0.42 -0.86
C 0.43 -2.03 3.78
N -0.22 -1.73 2.51
C -1.28 -0.95 2.30
S -2.15 -1.13 0.82
N -1.73 -0.09 3.20
C -0.99 0.53 4.30
H 0.98 -2.97 3.66
H -0.30 -2.17 4.57
H 1.14 -1.26 4.07
H 0.02 -2.31 1.72
H -2.59 0.35 2.94
H -0.95 -0.11 5.18
H -1.49 1.45 4.57
H 0.03 0.77 3.99

Repeat the sixth record exactly.
DFT (wB97M-V/def2-TZVPD) results for C29H33BiN9O2S as an isolated structure in a non-equilibrium geometry.

Values from the calculation:
Total energy = -2380.88436 Eh
Net charge = +1
Gap between HOMO and LUMO = 7.51 eV
Multiplicity = 1
HOMO level = -0.372 hartree

Atoms and positions in Å:
Bi 0.81 0.92 0.15
O -1.92 -0.92 3.04
C -1.27 -0.14 2.35
N -0.72 -0.46 1.15
C -0.91 -1.66 0.43
C -2.01 -2.45 0.67
C -2.22 -3.53 -0.18
C -1.40 -3.81 -1.24
C -0.23 -3.07 -1.45
C 0.02 -1.96 -0.62
N 1.08 -1.04 -0.84
C 2.29 -1.41 -1.33
O 2.63 -2.58 -1.54
C 3.30 -0.36 -1.60
C 4.61 -0.72 -1.92
C 5.55 0.30 -1.92
C 5.23 1.63 -1.62
C 3.88 1.92 -1.41
N 2.97 0.93 -1.41
C -1.13 1.30 2.84
C -1.60 1.71 4.09
C -1.52 3.07 4.41
C -1.02 3.95 3.53
C -0.54 3.45 2.31
N -0.57 2.16 1.98
H -2.67 -2.26 1.48
H -3.02 -4.18 -0.04
H -1.65 -4.65 -1.85
H 0.50 -3.33 -2.18
H 4.89 -1.74 -2.06
H 6.57 0.07 -2.07
H 6.05 2.36 -1.53
H 3.46 2.91 -1.22
H -2.04 0.97 4.80
H -1.90 3.40 5.36
H -1.05 5.04 3.74
H -0.02 4.05 1.58
C 1.15 -1.91 3.65
N 1.94 -2.45 2.56
C 2.19 -3.91 2.44
C 3.02 -3.94 1.16
N 3.63 -2.62 1.17
C 2.91 -1.73 1.91
S 3.10 -0.08 1.95
H 1.55 -2.21 4.65
H 0.13 -2.31 3.58
H 1.03 -0.80 3.60
H 1.24 -4.39 2.31
H 2.78 -4.31 3.26
H 2.34 -4.08 0.32
H 3.81 -4.73 1.04
H 4.19 -2.33 0.43
C -4.59 2.51 -0.97
C -4.11 1.37 -0.13
N -2.71 1.14 -0.38
C -2.06 1.41 -1.53
N -0.73 1.17 -1.58
C -0.22 1.12 -2.94
C -0.62 2.31 -3.78
C -2.11 2.22 -3.83
N -2.74 2.04 -2.52
C -4.22 2.24 -2.44
H -4.19 3.47 -0.71
H -5.64 2.63 -0.88
H -4.65 0.45 -0.33
H -4.28 1.57 0.93
H -2.22 0.58 0.31
H -0.63 0.23 -3.44
H 0.88 0.99 -2.90
H -0.17 2.36 -4.78
H -0.31 3.25 -3.29
H -2.42 1.35 -4.42
H -2.55 3.07 -4.34
H -4.72 1.37 -2.92
H -4.42 3.07 -3.07

> multiplicity of number 6 (C29H33BiN9O2S)?

1

> Which of these has the lowest total energy?

C24H20AsCuF6N4O8